Version w
The following is a DFT calculation (the ωB97M-V functional and the def2-TZVPD basis) of a 3-piece molecular cluster, C3H11NO3 overall.

```
! RIJCOSX wB97M-V def2-TZVPD def2/J DEFGRID3
* xyz 0 1
C 0.24 1.77 1.93
C -0.69 0.73 1.33
N -0.26 0.30 -0.01
C -1.09 0.54 -1.05
O -0.79 0.27 -2.20
H 1.05 2.09 1.28
H -0.31 2.68 2.16
H 0.72 1.35 2.82
H -1.69 1.15 1.19
H -0.90 -0.15 1.95
H 0.73 0.31 -0.18
H -1.99 1.14 -0.86
O -0.23 -2.52 -2.17
H -0.58 -1.64 -1.94
H 0.18 -2.34 -3.01
O 1.66 -1.75 -0.09
H 1.33 -2.19 -0.90
H 2.63 -1.73 -0.23
*
```

SMILES: CCNC=O.O.O
HOMO-LUMO gap in eV: 10.67
LUMO level in eV: 0.8439
M in g/mol: 109.12

Version x
The following is a DFT calculation (the ωB97M-V functional and the def2-TZVPD basis) of a 3-piece molecular cluster, C3H11NO3 overall.

```
! RIJCOSX wB97M-V def2-TZVPD def2/J DEFGRID3
* xyz 0 1
C -0.92 -2.31 1.38
C 0.23 -1.55 0.70
N 0.01 -0.13 0.79
C 0.24 -2.02 -0.76
O -0.40 -1.46 -1.60
H -0.57 -3.24 1.81
H -1.29 -1.71 2.22
H -1.72 -2.51 0.67
H 1.19 -1.80 1.14
H -0.70 0.15 0.11
H 0.82 0.41 0.51
H 0.83 -2.92 -1.04
O 0.55 3.44 1.31
H 1.24 3.28 0.65
H 0.10 2.58 1.27
O 0.22 2.41 -1.87
H 0.03 3.31 -2.16
H 1.01 2.11 -2.32
*
```

SMILES: C[C@H](N)C=O.O.O
HOMO-LUMO gap in eV: 9.98
LUMO level in eV: 0.5241
M in g/mol: 109.12

Each structure's energy above the most stable one, in hartree: version w 0.0000; version x 0.0238.

Version w
The following is a DFT calculation (the ωB97M-V functional and the def2-TZVPD basis) of a 3-piece molecular cluster, C3H11NO3 overall.

```
! RIJCOSX wB97M-V def2-TZVPD def2/J DEFGRID3
* xyz 0 1
C -1.77 -1.04 0.76
N -0.77 -0.36 -0.12
C -0.60 1.15 0.16
C -0.48 1.28 1.63
O -0.75 2.40 2.06
H -2.01 -1.90 0.06
H -1.31 -1.64 1.68
H -2.70 -0.43 0.78
H 0.12 -0.82 0.03
H -1.32 1.65 -0.31
H 0.29 1.64 -0.41
H -0.05 0.47 2.22
O 2.92 -0.16 0.32
H 2.84 -1.07 0.48
H 3.53 0.06 -0.38
O 0.91 -0.06 -3.02
H 0.77 -0.78 -3.64
H 0.36 -0.40 -2.30
*
```

SMILES: CNCC=O.O.O
HOMO-LUMO gap in eV: 9.52
LUMO level in eV: 0.4927
M in g/mol: 109.12

Version x
The following is a DFT calculation (the ωB97M-V functional and the def2-TZVPD basis) of a 3-piece molecular cluster, C3H11NO3 overall.

```
! RIJCOSX wB97M-V def2-TZVPD def2/J DEFGRID3
* xyz 0 1
C 2.60 0.19 2.10
N 1.69 -0.96 2.23
C 2.28 -2.24 2.53
C 0.49 -0.69 2.75
O 0.08 0.46 2.76
H 2.73 0.42 0.99
H 3.60 0.01 2.72
H 2.08 1.14 2.27
H 1.69 -3.00 1.99
H 2.37 -2.57 3.65
H 3.28 -2.31 2.24
H -0.08 -1.62 3.06
O -2.22 2.16 -6.11
H -1.74 1.68 -6.81
H -3.11 2.16 -6.14
O -5.02 1.96 -3.60
H -4.77 1.39 -2.88
H -5.95 1.83 -3.77
*
```

SMILES: CN(C)C=O.O.O
HOMO-LUMO gap in eV: 10.31
LUMO level in eV: 0.8677
M in g/mol: 109.12

Version y
The following is a DFT calculation (the ωB97M-V functional and the def2-TZVPD basis) of a 3-piece molecular cluster, C3H11NO3 overall.

```
! RIJCOSX wB97M-V def2-TZVPD def2/J DEFGRID3
* xyz 0 1
C -1.21 -0.57 2.44
N -0.98 -0.14 1.07
C 0.06 -0.51 0.29
C 1.49 -0.76 0.88
O -0.14 -0.63 -0.93
H -2.30 -0.58 2.76
H -0.61 -0.03 3.18
H -1.06 -1.66 2.49
H -1.72 0.25 0.51
H 1.54 -1.56 1.61
H 2.03 -0.88 -0.05
H 1.73 0.18 1.39
O 2.38 0.03 -2.22
H 1.63 -0.51 -1.91
H 2.04 0.60 -2.92
O -1.73 2.02 -1.02
H -1.39 1.93 -1.91
H -1.19 2.64 -0.53
*
```

SMILES: CNC(C)=O.O.O
HOMO-LUMO gap in eV: 10.21
LUMO level in eV: 0.6617
M in g/mol: 109.12

Version z
The following is a DFT calculation (the ωB97M-V functional and the def2-TZVPD basis) of a 3-piece molecular cluster, C3H11NO3 overall.

```
! RIJCOSX wB97M-V def2-TZVPD def2/J DEFGRID3
* xyz 0 1
C -0.96 -1.34 2.53
C 0.12 -0.70 1.63
C -0.35 0.51 0.71
N 0.28 1.68 0.99
O -0.56 0.21 -0.47
H -0.55 -1.75 3.48
H -1.76 -0.59 2.65
H -1.50 -2.13 1.99
H 0.48 -1.41 0.90
H 0.99 -0.23 2.09
H 0.68 1.87 1.89
H 0.05 2.36 0.28
O 0.09 -1.59 -2.93
H 0.93 -1.31 -3.29
H -0.23 -0.80 -2.47
O 0.63 1.41 -3.49
H 0.23 1.91 -2.78
H 1.45 1.88 -3.71
*
```

SMILES: CCC(N)=O.O.O
HOMO-LUMO gap in eV: 10.25
LUMO level in eV: 0.4297
M in g/mol: 109.12

Each structure's energy above the most stable one, in hartree: version w 0.0822; version x 0.0489; version y 0.0000; version z 0.0174.

Version w
The following is a DFT calculation (the ωB97M-V functional and the def2-TZVPD basis) of a 3-piece molecular cluster, C3H11NO3 overall.

```
! RIJCOSX wB97M-V def2-TZVPD def2/J DEFGRID3
* xyz 0 1
C 0.64 0.01 0.98
N -0.35 -0.99 0.83
C 0.23 -2.02 -0.06
C -1.61 -1.20 1.33
O -2.25 -0.24 1.74
H 0.18 0.85 1.31
H 1.05 0.34 -0.06
H 1.36 -0.30 1.64
H -0.01 -3.04 0.31
H 1.37 -2.13 -0.05
H -0.21 -1.87 -1.03
H -1.87 -2.19 1.20
O 0.59 2.83 -0.43
H -0.11 3.11 0.10
H 0.40 1.82 -0.55
O -0.09 1.36 -2.67
H -0.27 2.17 -1.91
H 0.97 1.48 -2.69
*
```

SMILES: CN(C)C=O.O.O
HOMO-LUMO gap in eV: 9.95
LUMO level in eV: 0.5147
M in g/mol: 109.12

Version x
The following is a DFT calculation (the ωB97M-V functional and the def2-TZVPD basis) of a 2-piece molecular cluster, C3H11NO3 overall.

```
! RIJCOSX wB97M-V def2-TZVPD def2/J DEFGRID3
* xyz 0 1
N 0.19 -0.13 -1.29
C -0.66 -0.24 -0.08
C -1.59 0.91 0.19
O -2.78 0.88 -0.55
C 0.25 -0.70 1.11
O 1.23 -1.70 0.96
H -0.22 0.24 -2.14
H 0.54 -1.06 -1.47
H -1.28 -1.12 -0.28
H -1.83 0.87 1.27
H -1.03 1.85 0.06
H -3.42 0.35 -0.08
H 0.70 0.23 1.48
H -0.47 -1.05 1.87
H 1.90 -1.23 0.45
O 3.05 0.32 -0.46
H 3.13 1.16 0.00
H 2.28 0.42 -1.05
*
```

SMILES: NC(CO)CO.O
HOMO-LUMO gap in eV: 10.18
LUMO level in eV: 0.7279
M in g/mol: 109.12

Each structure's energy above the most stable one, in hartree: version w 0.0573; version x 0.0000.

Version w
The following is a DFT calculation (the ωB97M-V functional and the def2-TZVPD basis) of a 2-piece molecular cluster, CH5N2S overall.

```
! RIJCOSX wB97M-V def2-TZVPD def2/J DEFGRID3
* xyz 1 1
C -0.03 -1.33 1.80
N 0.04 -2.61 2.06
N -0.26 1.10 -0.84
S -0.51 -1.42 3.39
H 0.08 -0.66 0.96
H 0.85 -3.22 2.04
H -0.78 1.91 -0.53
H -0.71 0.73 -1.67
H 0.67 1.41 -1.10
*
```

HOMO-LUMO gap in eV: 7.54
LUMO level in eV: -6.5798
M in g/mol: 77.13

Version x
The following is a DFT calculation (the ωB97M-V functional and the def2-TZVPD basis) of an isolated ion of composition CH5N2S and charge +1.

```
! RIJCOSX wB97M-V def2-TZVPD def2/J DEFGRID3
* xyz 1 1
N -0.22 0.75 1.32
C 0.32 0.03 0.30
N -0.38 -0.27 -0.78
S 0.01 -1.24 -2.12
H 0.44 1.29 1.99
H -1.12 1.06 1.42
H 1.23 -0.44 0.30
H -1.41 0.46 -0.90
H 1.12 -1.62 -1.52
*
```

SMILES: N/C=[NH+]/S
HOMO-LUMO gap in eV: 9.46
LUMO level in eV: -4.5180
M in g/mol: 77.13

Each structure's energy above the most stable one, in hartree: version w 0.0593; version x 0.0000.

Version w
The following is a DFT calculation (the ωB97M-V functional and the def2-TZVPD basis) of C5H11N3O in the gas phase.

```
! RIJCOSX wB97M-V def2-TZVPD def2/J DEFGRID3
* xyz 0 1
C -1.25 1.38 -0.23
C -0.86 -0.07 0.05
C -1.29 -1.01 -1.10
C -1.50 -0.53 1.33
N 0.57 -0.17 0.18
N 1.23 0.87 -0.20
N 2.54 0.73 -0.15
C 3.28 -0.46 0.13
O 4.49 -0.34 0.20
H -2.30 1.44 0.06
H -0.82 2.27 0.30
H -1.09 1.56 -1.29
H -0.81 -1.99 -1.04
H -0.80 -0.47 -1.95
H -2.34 -1.30 -1.17
H -1.68 -1.73 1.36
H -0.79 -0.20 2.13
H -2.53 -0.09 1.43
H 3.15 1.51 -0.31
H 2.79 -1.39 0.28
*
```

SMILES: CC(C)(C)/N=N/NC=O
HOMO-LUMO gap in eV: 9.76
LUMO level in eV: 0.3226
M in g/mol: 129.16

Version x
The following is a DFT calculation (the ωB97M-V functional and the def2-TZVPD basis) of C5H11N3O as an isolated structure.

```
! RIJCOSX wB97M-V def2-TZVPD def2/J DEFGRID3
* xyz 0 1
C 0.79 -0.51 0.95
C 1.74 -1.54 0.38
C 0.91 0.98 -0.38
N 1.84 1.25 -1.04
H -0.01 -0.99 1.52
H 1.28 0.12 1.70
H 2.17 -2.16 1.18
H 2.57 -1.08 -0.15
H 1.23 -2.21 -0.32
C -1.29 -0.85 -1.28
N -0.55 1.43 -0.37
C -1.29 0.02 -0.05
N -0.82 2.41 0.65
O -2.15 0.08 0.78
H -0.73 1.85 -1.29
H -0.09 2.33 1.35
H -1.67 2.10 1.11
H -2.10 -0.52 -1.93
H -1.50 -1.88 -0.98
H -0.35 -0.81 -1.83
*
```

HOMO-LUMO gap (spin up / spin down) in eV: 7.97 / 7.97
LUMO level (spin up / spin down) in eV: 0.1025 / 0.1022
M in g/mol: 129.16

Each structure's energy above the most stable one, in hartree: version w 0.0000; version x 0.0986.